(1)
DFT (the ωB97M-V functional and the def2-TZVPD basis) results for one molecule with the formula C5H7N at a distorted geometry.

Values from the calculation:
- HOMO-LUMO gap: 10.3 eV
- SMILES: C=C1N2C[C@@]12C
- Lowest unoccupied orbital energy: 1.1 eV
- Charge: 0
- HOMO energy: -9.192 eV

Last column: natural (NBO) charge in e.
Positions of all 13 atoms, in Å:
C1 0.776 -2.149 0.297  -0.488
C2 0.233 -0.946 0.198  0.147
N1 -0.789 -0.282 0.904  -0.370
C3 0.158 0.854 1.224  -0.255
C4 -0.042 0.493 -0.158  0.060
C5 -0.651 1.114 -1.420  -0.633
H1 1.541 -2.609 -0.320  0.215
H2 0.430 -2.797 1.080  0.210
H3 1.044 0.407 1.607  0.210
H4 -0.228 1.776 1.427  0.208
H5 -1.551 1.766 -1.104  0.220
H6 -0.990 0.387 -2.101  0.241
H7 0.067 1.985 -1.634  0.235

***

(2)
DFT (the ωB97M-V functional and the def2-TZVPD basis) results for one molecule with the formula C16H26N2O4S at a distorted geometry.

Values from the calculation:
- HOMO-LUMO gap: 8.8 eV
- SMILES: COc1cccc(CC2(CO)CCN(S(=O)(=O)N(C)C)CC2)c1
- Lowest unoccupied orbital energy: 0.6 eV
- Charge: 0
- HOMO energy: -8.178 eV

Last column: natural (NBO) charge in e.
Positions of all 49 atoms, in Å:
C1 2.826 -2.438 -3.178  -0.251
O1 2.142 -1.827 -4.244  -0.495
C2 1.468 -0.664 -4.007  0.293
C3 0.832 -0.093 -5.109  -0.266
C4 0.136 1.089 -4.965  -0.186
C5 0.052 1.710 -3.730  -0.217
C6 0.662 1.144 -2.622  -0.003
C7 0.571 1.794 -1.269  -0.412
C8 -0.580 1.271 -0.374  -0.044
C9 -1.949 1.607 -1.007  -0.069
O2 -2.268 0.912 -2.183  -0.708
C10 -0.469 1.985 0.986  -0.423
C11 -1.352 1.370 2.073  -0.226
N1 -1.161 -0.061 2.206  -0.700
S1 0.225 -0.514 3.061  2.447
O3 0.884 -1.580 2.373  -0.946
O4 0.981 0.644 3.420  -0.944
N2 -0.396 -1.153 4.467  -0.659
C12 -1.158 -2.360 4.260  -0.430
C13 -1.025 -0.179 5.326  -0.429
C14 -1.351 -0.764 0.952  -0.228
C15 -0.416 -0.237 -0.135  -0.442
C16 1.383 -0.037 -2.771  -0.280
H1 3.285 -3.332 -3.596  0.199
H2 3.608 -1.786 -2.775  0.176
H3 2.144 -2.726 -2.370  0.174
H4 0.908 -0.591 -6.062  0.222
H5 -0.346 1.532 -5.823  0.212
H6 -0.499 2.632 -3.629  0.207
H7 1.509 1.634 -0.733  0.213
H8 0.436 2.870 -1.397  0.213
H9 -2.743 1.452 -0.262  0.153
H10 -1.961 2.664 -1.287  0.182
H11 -2.216 -0.034 -2.016  0.463
H12 -0.724 3.041 0.875  0.214
H13 0.562 1.916 1.338  0.230
H14 -1.101 1.819 3.034  0.228
H15 -2.415 1.543 1.874  0.198
H16 -1.275 -2.877 5.212  0.210
H17 -0.593 -2.986 3.576  0.233
H18 -2.148 -2.150 3.836  0.182
H19 -2.020 0.106 4.962  0.180
H20 -1.114 -0.594 6.330  0.210
H21 -0.379 0.694 5.352  0.234
H22 -1.140 -1.816 1.139  0.230
H23 -2.404 -0.659 0.670  0.196
H24 -0.568 -0.796 -1.061  0.216
H25 0.603 -0.429 0.208  0.230
H26 1.883 -0.453 -1.910  0.209

***

(3)
DFT (the ωB97M-V functional and the def2-TZVPD basis) results for C43H35ClN4O4PtS3 as an isolated structure.

Values from the calculation:
- HOMO-LUMO gap: 7.6 eV
- Lowest unoccupied orbital energy: -0.2 eV
- Charge: 0
- HOMO energy: -7.790 eV

Last column: Löwdin charge in e.
Positions of all 91 atoms, in Å:
Pt1 -0.056 -1.670 2.110  0.515
C1 -5.362 4.051 -2.196  -0.051
C2 -4.392 3.289 -1.334  -0.275
C3 -3.813 3.881 -0.212  -0.034
C4 -2.928 3.176 0.587  -0.057
C5 -2.606 1.866 0.260  -0.331
C6 -3.187 1.248 -0.835  -0.070
C7 -4.073 1.968 -1.625  -0.041
S1 -1.429 1.006 1.334  0.955
O1 -1.655 1.604 2.672  -0.514
C8 0.064 1.814 0.710  -0.289
C9 0.636 2.790 1.551  -0.044
C10 1.765 3.443 1.158  -0.006
C11 2.381 3.140 -0.081  -0.168
C12 3.564 3.800 -0.496  -0.036
C13 4.177 3.465 -1.668  -0.080
C14 3.633 2.449 -2.482  -0.069
C15 2.491 1.799 -2.112  -0.008
C16 1.826 2.131 -0.904  -0.126
C17 0.640 1.451 -0.478  -0.159
C18 0.046 0.423 -1.383  -0.127
C19 -0.641 0.913 -2.543  -0.120
C20 -0.852 2.301 -2.752  -0.013
C21 -1.539 2.749 -3.842  -0.066
C22 -2.050 1.839 -4.792  -0.075
C23 -1.864 0.498 -4.619  -0.031
C24 -1.162 0.004 -3.492  -0.154
C25 -0.984 -1.384 -3.285  -0.007
C26 -0.351 -1.843 -2.173  -0.064
C27 0.157 -0.940 -1.215  -0.241
S2 1.021 -1.795 0.153  0.789
O2 1.213 -3.171 -0.319  -0.436
C28 2.630 -1.014 0.010  -0.349
C29 3.065 0.026 0.809  -0.147
C30 4.334 0.550 0.609  -0.022
C31 5.162 0.062 -0.391  -0.264
C32 6.521 0.657 -0.632  -0.043
C33 4.700 -0.987 -1.187  -0.028
C34 3.445 -1.528 -0.992  -0.050
H1 -5.249 5.127 -2.064  0.074
H2 -6.393 3.792 -1.944  0.083
H3 -5.214 3.817 -3.251  0.074
H4 -4.061 4.906 0.038  0.111
H5 -2.492 3.624 1.471  0.112
H6 -2.959 0.217 -1.058  0.088
H7 -4.517 1.490 -2.492  0.117
H8 0.145 2.990 2.495  0.112
H9 2.210 4.201 1.792  0.118
H10 3.976 4.573 0.142  0.114
H11 5.081 3.976 -1.976  0.104
H12 4.130 2.179 -3.405  0.108
H13 2.090 1.013 -2.738  0.125
H14 -0.487 3.010 -2.021  0.126
H15 -1.704 3.811 -3.974  0.108
H16 -2.592 2.208 -5.653  0.103
H17 -2.254 -0.212 -5.338  0.112
H18 -1.372 -2.080 -4.018  0.118
H19 -0.221 -2.902 -2.001  0.111
H20 2.422 0.461 1.563  0.043
H21 4.669 1.368 1.235  0.124
H22 6.752 1.427 0.103  0.078
H23 6.566 1.114 -1.623  0.079
H24 7.299 -0.106 -0.587  0.082
H25 5.336 -1.383 -1.971  0.119
H26 3.093 -2.357 -1.592  0.116
S3 1.878 -1.181 3.309  0.669
C35 1.649 -2.156 4.714  -0.757
N1 0.979 -3.330 4.641  0.042
C36 0.798 -4.103 5.710  -0.037
C37 1.362 -3.750 6.908  -0.025
C38 2.098 -2.568 6.909  -0.097
N2 2.239 -1.787 5.850  0.084
H27 0.455 -3.611 3.767  0.056
H28 0.194 -4.985 5.545  0.142
H29 1.240 -4.351 7.795  0.107
H30 2.589 -2.229 7.815  0.117
C39 -4.451 -3.319 -0.788  -0.011
N3 -3.416 -3.690 0.165  -0.048
C40 -3.410 -4.896 0.796  -0.053
C41 -2.465 -5.213 1.689  0.015
C42 -1.438 -4.244 2.007  -0.500
O3 -0.549 -4.521 2.831  -0.054
N4 -1.478 -3.041 1.352  -0.014
C43 -2.438 -2.736 0.434  -0.503
O4 -2.475 -1.672 -0.162  0.010
H31 -5.108 -4.173 -0.937  0.087
H32 -4.001 -3.032 -1.737  0.091
H33 -5.026 -2.473 -0.415  0.099
H34 -4.210 -5.571 0.523  0.127
H35 -2.441 -6.169 2.187  0.111
Cl1 -1.356 -1.524 4.033  0.018

***

(4)
DFT (the ωB97M-V functional and the def2-TZVPD basis) results for a 2-piece molecular cluster, C3H9NO overall.

Values from the calculation:
- HOMO-LUMO gap: 11.0 eV
- SMILES: NC=O.CC
- Lowest unoccupied orbital energy: 0.9 eV
- Charge: 0
- HOMO energy: -10.112 eV

Last column: natural (NBO) charge in e.
Positions of all 14 atoms, in Å:
N1 -2.847 3.049 0.810  -0.822
C1 -3.572 2.410 -0.138  0.523
O1 -3.173 2.150 -1.247  -0.593
H1 -3.259 3.370 1.668  0.389
H2 -1.960 3.486 0.602  0.399
H3 -4.577 2.116 0.206  0.105
C2 3.085 -2.467 -0.144  -0.613
C3 1.746 -1.735 -0.375  -0.612
H4 3.334 -2.374 0.915  0.202
H5 3.907 -1.940 -0.621  0.203
H6 3.088 -3.501 -0.471  0.206
H7 1.551 -1.102 0.493  0.201
H8 1.761 -1.036 -1.211  0.206
H9 0.915 -2.426 -0.489  0.206